Molecular formula: C5H12O2
Method: DFT, ωB97M-V/def2-TZVPD

```
19
Properties=species:S:1:pos:R:3:forces:R:3:nbo_charge:R:1
C 2.98433 0.40324 1.76936 -0.02 -2.13 -1.41 -0.623
C 1.75566 1.03067 1.04887 -0.34 3.67 0.53 -0.425
C -1.67964 -0.71667 1.00981 -1.65 1.39 0.59 -0.089
O -2.99325 -0.23076 0.55464 -2.06 -1.20 2.79 -0.739
C -0.56368 0.19494 0.58989 -1.76 0.76 -0.30 -0.223
C 0.40949 0.46918 1.43678 2.25 -0.11 -1.68 -0.170
H 3.32001 -0.50621 1.19406 -0.75 0.38 0.48 0.205
H 2.72718 0.03324 2.75727 -0.15 0.12 0.20 0.204
H 3.96872 0.86069 1.84060 -0.49 1.22 -0.06 0.225
H 1.78676 1.01654 -0.07736 0.53 0.43 1.23 0.217
H 1.62903 2.16533 1.49939 0.75 -2.22 -1.54 0.198
H -1.74652 -0.75573 2.11394 0.51 -0.39 -0.50 0.171
H -1.54592 -1.67562 0.55563 0.25 -0.84 -0.02 0.176
H -3.73141 -0.56333 1.27637 3.00 1.26 -2.89 0.467
H -0.73846 0.75863 -0.37719 0.84 -1.19 0.82 0.220
H 0.49817 0.21932 2.44290 -0.90 -1.14 1.76 0.187
H -1.45513 -1.49932 -6.81060 -0.67 1.15 -0.55 0.494
H -2.55377 -0.21413 -6.55655 0.67 -0.31 -1.04 0.494
O -2.07157 -0.99002 -6.26781 0.00 -0.84 1.59 -0.988
```
Positions in Å, forces in eV/Å.

Properties
highest occupied orbital energy	-9.077	eV
frontier orbital gap	10.05	eV
lowest unoccupied orbital energy	0.9773	eV
strongest force on any atom	4.35	eV/A
energy above the lowest of the compared OMol25 structures with the same formula, charge and spin	74.3	kcal/mol
structure (SMILES)	CC/C=C/CO.O
electronic energy	-9471.9141	eV